Entry 1:
{
  "formula": "C16H13ErN2O6",
  "method": "ωB97M-V/def2-TZVPD",
  "elements": ["C", "O", "H", "H", "C", "C", "C", "H", "H", "C", "C", "H", "H", "H", "O", "C", "C", "Er", "C", "C", "C", "C", "N", "O", "C", "N", "C", "C", "O", "H", "H", "C", "H", "H", "O", "O", "H", "H"],
  "coordinates": [[0.137, 1.983, 0.778], [-1.875, 0.914, 0.918], [1.048, 0.897, -1.405], [-3.049, -1.259, 4.773], [-6.535, 1.414, 2.037], [0.164, 0.919, 4.919], [-4.984, 0.520, 4.519], [0.794, -0.386, 6.532], [-7.005, 0.431, 2.182], [-2.041, 0.493, 3.979], [-2.153, -0.612, 4.823], [-1.287, -1.767, 6.424], [-6.754, 1.756, 1.005], [-6.050, 0.779, 4.450], [-2.575, 0.848, -2.037], [-1.601, 0.427, -1.605], [2.323, -0.919, -3.950], [0.058, -0.420, -0.328], [-1.025, -1.226, 1.611], [-1.159, -0.919, 5.748], [-5.070, 1.304, 2.150], [-4.182, 1.566, 1.152], [-4.406, 0.902, 3.260], [3.050, -0.341, 1.410], [-2.902, 1.166, 1.627], [-3.069, 0.819, 3.001], [1.965, -0.268, 0.971], [-0.839, 1.225, 3.997], [2.960, -0.641, -4.870], [-6.931, 2.163, 2.742], [-4.543, 1.080, 5.337], [0.008, -0.146, 5.801], [-4.343, 1.802, 0.112], [-0.715, 2.070, 3.306], [-1.818, -1.576, 2.374], [-0.108, 3.031, 1.200], [1.072, 1.535, 4.954], [-4.908, -0.555, 4.692]],
  "fmax_ev_per_a": 8.712,
  "s2": 3.753,
  "multiplicity": 4,
  "lumo_ev": [-8.865, -8.767],
  "charge": 2,
  "gap_ev": [5.8809, 5.9821],
  "e_homo_ha": [-0.542, -0.542],
  "energy_ha": -2192.79038
}

---

Entry 2:
{
  "formula": "C16H13F3OS2",
  "method": "ωB97M-V/def2-TZVPD",
  "elements": ["C", "C", "C", "H", "O", "H", "H", "C", "C", "S", "F", "C", "C", "C", "H", "C", "H", "F", "H", "C", "H", "H", "C", "C", "F", "H", "C", "H", "H", "C", "C", "S", "H", "C", "H"],
  "coordinates": [[-5.604, 2.391, 5.152], [1.866, -0.956, 1.343], [1.810, 0.731, 7.369], [1.274, -1.125, 0.430], [1.066, -0.176, 2.324], [-6.648, 2.643, 5.306], [-0.996, 2.083, 3.772], [0.497, 0.844, 7.803], [-5.050, 2.266, 3.866], [-0.499, -2.266, 2.069], [0.231, 0.830, 9.157], [-0.341, 1.128, 5.563], [-4.786, 2.089, 6.224], [-3.448, 1.727, 6.073], [3.739, 0.081, 1.799], [-2.880, 1.673, 4.798], [3.705, -0.915, 0.339], [3.253, 0.474, 5.484], [1.164, 1.083, 4.022], [3.119, -0.220, 0.951], [2.143, -1.937, 1.765], [-5.659, 2.516, 3.000], [-1.393, 1.329, 4.483], [2.006, 0.776, 5.984], [-5.297, 2.139, 7.502], [-2.895, 1.486, 6.968], [-3.718, 1.896, 3.693], [2.610, 0.477, 8.057], [2.898, 0.643, 0.316], [-0.118, -0.753, 2.650], [-0.580, 0.984, 6.930], [-1.525, -0.191, 3.509], [-3.314, 1.785, 2.683], [0.968, 1.014, 5.090], [-1.576, 0.940, 7.334]],
  "fmax_ev_per_a": 2.239,
  "lumo_ev": 0.138,
  "gap_ev": 8.7006,
  "e_homo_ha": -0.315,
  "energy_ha": -1788.65205,
  "relative_energy_kcal_mol": 0.00
}

---

Entry 3:
{
  "formula": "C16H13FeO14P2S3",
  "method": "ωB97M-V/def2-TZVPD",
  "elements": ["H", "O", "P", "O", "H", "H", "C", "O", "O", "H", "C", "C", "P", "C", "S", "O", "C", "Fe", "C", "O", "H", "O", "C", "H", "O", "C", "O", "C", "C", "C", "H", "H", "C", "C", "O", "O", "C", "C", "H", "H", "O", "H", "H", "O", "H", "S", "C", "S", "O"],
  "coordinates": [[-1.147, 2.622, 2.758], [-1.599, 1.432, -0.842], [-2.636, 0.316, -0.601], [1.156, 3.386, -2.967], [-5.771, 2.726, 7.423], [4.769, 1.993, -5.671], [-6.470, -0.463, 4.547], [-1.309, 2.315, 1.857], [-0.282, 0.139, 0.983], [-5.368, 1.611, 6.083], [-4.083, -0.251, 1.640], [4.233, 1.394, -4.944], [-1.332, 0.696, 1.961], [-5.942, -0.316, 3.275], [2.056, -1.217, -1.874], [-3.955, 0.357, -1.300], [-5.639, -0.806, 5.609], [-0.135, 0.227, -0.838], [3.827, -0.707, -3.863], [2.812, -2.441, -1.936], [-4.834, -0.152, -0.121], [-6.412, 0.879, 9.084], [-2.900, 0.235, 1.195], [-7.528, -0.308, 4.722], [0.640, -1.323, -2.254], [-6.032, 0.699, 7.952], [-1.661, -0.862, -0.896], [-4.575, -0.486, 3.036], [4.515, 0.048, -4.802], [-5.328, 1.768, 7.156], [-6.583, -0.051, 2.447], [4.048, -1.755, -3.715], [-4.292, -1.048, 5.366], [-3.763, -0.893, 4.092], [0.009, 1.196, -2.851], [2.090, -0.505, -0.598], [3.246, 1.978, -4.161], [2.539, 1.231, -3.230], [2.994, 3.023, -4.268], [5.274, -0.421, -5.417], [-5.101, -0.503, 0.787], [-4.280, 1.776, 7.460], [-2.708, -1.054, 3.927], [1.249, 1.916, -0.991], [-3.644, -1.349, 6.181], [-6.289, -0.923, 7.251], [2.842, -0.133, -3.072], [1.134, 2.045, -2.452], [-1.117, 0.360, 3.393]],
  "fmax_ev_per_a": 1.696,
  "s2": 0.920,
  "multiplicity": 2,
  "lumo_ev": [3.804, 3.804],
  "charge": -2,
  "gap_ev": [7.4006, 7.3591],
  "e_homo_ha": [-0.132, -0.131],
  "energy_ha": -4812.22919,
  "relative_energy_kcal_mol": 9.73
}

---

Entry 4:
{
  "formula": "C16H13N5OS2",
  "method": "ωB97M-V/def2-TZVPD",
  "elements": ["C", "H", "H", "C", "C", "H", "C", "N", "C", "C", "S", "C", "C", "H", "H", "C", "C", "S", "C", "H", "H", "O", "H", "N", "N", "C", "H", "N", "N", "C", "H", "H", "C", "C", "C", "H", "H"],
  "coordinates": [[1.648, 1.121, -0.534], [2.114, -2.346, -2.135], [-1.806, -0.007, 1.149], [2.000, -1.355, -1.661], [2.029, 1.258, 2.536], [-6.199, -0.484, -1.866], [2.603, 0.416, 1.567], [-0.163, 1.641, 1.710], [1.449, -0.333, -2.446], [1.255, 0.928, -1.861], [2.993, 1.417, 3.970], [0.773, 1.944, 2.572], [-2.496, 1.862, 1.058], [-4.346, 0.913, -1.351], [1.087, -0.547, -3.467], [-3.723, -0.185, 0.448], [-4.081, -1.255, 1.257], [-3.721, 2.891, 0.668], [2.393, -1.052, -0.328], [-1.409, 3.278, 2.113], [-6.738, -2.499, -0.368], [5.110, -0.069, 3.908], [1.484, 2.126, -0.164], [3.802, -0.133, 2.056], [2.192, 0.142, 0.246], [4.097, 0.265, 3.293], [-3.496, -1.518, 2.130], [-1.328, 2.367, 1.674], [-2.577, 0.533, 0.779], [-5.178, -2.049, 0.977], [0.870, 1.736, -2.458], [2.869, -1.800, 0.320], [-5.915, -1.826, -0.162], [-5.631, -0.723, -0.961], [-4.524, 0.082, -0.659], [0.623, 2.672, 3.378], [-5.439, -2.910, 1.538]],
  "fmax_ev_per_a": 5.464,
  "lumo_ev": -1.743,
  "gap_ev": 5.4071,
  "e_homo_ha": -0.263,
  "energy_ha": -1762.82097,
  "relative_energy_kcal_mol": 0.00
}

---

Entry 5:
{
  "formula": "C16H14AgN4O3S",
  "method": "ωB97M-V/def2-TZVPD",
  "elements": ["H", "H", "C", "C", "N", "O", "Ag", "H", "C", "C", "C", "O", "H", "H", "C", "C", "O", "H", "N", "H", "N", "S", "H", "C", "C", "H", "H", "C", "C", "C", "H", "C", "H", "C", "N", "H", "H", "C", "C"],
  "coordinates": [[-1.007, 7.374, 1.760], [-1.644, -5.372, -0.147], [-0.741, 6.350, 1.487], [-1.685, 5.589, 0.796], [1.794, 3.615, 1.868], [0.262, -1.597, -1.918], [-1.292, 1.328, 1.929], [0.432, -5.144, -4.091], [-2.022, -4.388, 0.127], [2.682, -0.949, 1.181], [2.297, 1.203, 1.637], [1.022, -3.413, -3.170], [0.301, -5.861, -1.229], [2.641, 3.917, 2.320], [0.809, 4.510, 1.422], [-0.146, -5.185, -1.991], [-2.022, -2.222, -0.906], [-2.974, -2.962, 1.345], [0.243, 2.376, 0.875], [1.259, 6.346, 2.425], [1.791, 0.003, 1.182], [4.224, -0.473, 1.856], [-3.281, -4.826, 1.703], [0.293, -2.785, -2.204], [0.508, 5.803, 1.832], [-2.658, 6.038, 0.569], [4.193, 1.939, 2.492], [-1.379, 4.274, 0.409], [3.611, 1.117, 2.097], [-0.132, 3.720, 0.742], [-2.095, 3.653, -0.117], [-2.839, -4.027, 1.125], [1.832, -5.281, -2.929], [1.467, 2.357, 1.486], [-0.442, -3.793, -1.517], [-1.007, -5.765, -2.400], [2.536, -1.956, 0.805], [0.836, -4.847, -3.113], [-1.543, -3.343, -0.768]],
  "fmax_ev_per_a": 3.086,
  "lumo_ev": -4.445,
  "charge": 1,
  "gap_ev": 7.0514,
  "e_homo_ha": -0.423,
  "energy_ha": -1607.74854
}

---

Entry 6:
{
  "formula": "C16H14AlF6N8O4S3",
  "method": "ωB97M-V/def2-TZVPD",
  "elements": ["N", "F", "O", "Al", "C", "F", "O", "H", "N", "H", "C", "S", "N", "H", "F", "N", "H", "N", "H", "H", "C", "F", "O", "H", "C", "O", "C", "C", "H", "N", "C", "F", "F", "C", "C", "H", "S", "H", "C", "C", "N", "C", "N", "C", "C", "H", "H", "S", "C", "C", "H", "H"],
  "coordinates": [[-0.043, -3.065, -1.377], [-1.790, 0.286, -5.021], [-4.342, 1.484, -0.390], [-0.312, 0.813, 0.229], [-0.548, -4.307, -1.962], [-4.480, -1.395, 0.129], [-2.187, 0.513, 0.268], [2.201, 0.764, -1.541], [-0.499, 2.649, 0.045], [0.276, -4.930, -2.305], [2.570, 0.884, -0.531], [0.077, -1.645, 0.926], [-0.391, 6.924, 1.565], [0.549, -2.404, -1.848], [-1.727, -1.333, -3.583], [-0.293, 0.951, 2.271], [-0.766, 0.188, 2.752], [-2.637, 1.113, -2.152], [0.677, 1.247, 4.808], [-1.441, -4.056, 1.232], [-0.381, -2.922, -0.099], [-2.888, -1.851, -1.267], [-0.655, 2.240, -3.190], [-0.881, -5.912, -0.491], [-3.891, -1.009, -0.994], [-0.277, 0.366, -1.611], [-1.149, -0.206, -3.983], [3.768, 1.361, 3.428], [-0.814, 1.807, 2.461], [1.667, 0.905, 0.426], [4.368, 1.182, 1.012], [-4.758, -1.021, -1.989], [0.117, -0.457, -4.300], [-0.493, 3.834, 0.053], [2.796, 1.369, 4.386], [-2.363, -5.079, -0.985], [-1.153, 1.047, -2.620], [5.421, 1.294, 1.240], [-0.444, 6.036, 0.831], [3.943, 1.023, -0.277], [-0.496, 5.059, -0.051], [3.425, 1.206, 2.064], [-1.110, -3.963, 0.288], [2.070, 1.067, 1.719], [1.436, 1.230, 4.035], [4.810, 1.475, 3.697], [-1.207, -4.099, -2.804], [-3.231, 0.701, -0.770], [-1.303, -4.949, -0.774], [1.080, 1.085, 2.727], [4.636, 1.008, -1.104], [3.059, 1.489, 5.427]],
  "fmax_ev_per_a": 0.468,
  "lumo_ev": -3.805,
  "charge": 1,
  "gap_ev": 7.7032,
  "e_homo_ha": -0.423,
  "energy_ha": -3393.30629
}